[1]
{
  "formula": "C24H50Br14N2O2",
  "method": "ωB97M-V with the def2-TZVPD basis set",
  "e_tot_ha": -37240.636750,
  "homo_lumo_gap_ev": 9.11,
  "smiles": "CO[C@H](CN)CCCCN(C)C(C)=O.BrCCBr.BrCCBr.BrCCBr.BrCCBr.BrCCBr.BrCCBr.BrCCBr",
  "symbols": ["C", "O", "C", "C", "N", "C", "C", "C", "C", "N", "C", "C", "C", "O", "H", "H", "H", "H", "H", "H", "H", "H", "H", "H", "H", "H", "H", "H", "H", "H", "H", "H", "H", "H", "H", "H", "Br", "C", "C", "Br", "H", "H", "H", "H", "Br", "C", "C", "Br", "H", "H", "H", "H", "Br", "C", "C", "Br", "H", "H", "H", "H", "Br", "C", "C", "Br", "H", "H", "H", "H", "Br", "C", "C", "Br", "H", "H", "H", "H", "Br", "C", "C", "Br", "H", "H", "H", "H", "Br", "C", "C", "Br", "H", "H", "H", "H"],
  "xyz": [[5.454, -0.320, -1.096], [5.275, 0.953, -1.696], [3.983, 1.236, -2.236], [3.986, 0.887, -3.729], [3.617, -0.512, -4.043], [3.734, 2.715, -1.934], [2.457, 3.333, -2.491], [1.141, 2.737, -1.964], [0.571, 1.621, -2.859], [-0.218, 0.587, -2.177], [-0.871, -0.249, -3.195], [0.525, -0.216, -1.249], [0.417, 0.190, 0.203], [1.131, -1.207, -1.587], [5.737, -0.193, -0.048], [6.289, -0.825, -1.590], [4.570, -0.956, -1.165], [3.232, 0.628, -1.715], [3.344, 1.550, -4.309], [5.006, 1.058, -4.081], [3.547, -1.054, -3.189], [2.682, -0.536, -4.432], [4.589, 3.261, -2.343], [3.766, 2.835, -0.850], [2.470, 4.390, -2.212], [2.446, 3.319, -3.583], [1.238, 2.398, -0.934], [0.400, 3.539, -1.938], [-0.121, 2.085, -3.565], [1.374, 1.169, -3.458], [-0.225, -0.433, -4.060], [-1.177, -1.205, -2.770], [-1.756, 0.293, -3.533], [-0.584, 0.570, 0.400], [1.135, 0.974, 0.443], [0.649, -0.665, 0.836], [-1.686, -3.271, 2.470], [-0.786, -4.275, 1.066], [-0.758, -3.503, -0.224], [-2.522, -3.439, -1.043], [-1.316, -5.217, 0.976], [0.226, -4.457, 1.422], [-0.104, -3.980, -0.950], [-0.447, -2.474, -0.083], [-3.808, 2.107, -2.667], [-4.105, 0.271, -2.105], [-5.409, 0.100, -1.376], [-5.324, 0.812, 0.430], [-3.251, -0.004, -1.493], [-4.099, -0.318, -3.020], [-5.639, -0.958, -1.265], [-6.236, 0.597, -1.872], [5.403, 0.057, 3.220], [6.813, -1.056, 3.962], [7.759, -1.544, 2.898], [6.973, -2.960, 1.823], [6.324, -1.871, 4.486], [7.337, -0.426, 4.677], [8.648, -1.978, 3.350], [8.048, -0.754, 2.212], [-8.287, -3.441, -2.650], [-7.831, -3.498, -0.760], [-8.871, -2.832, 0.099], [-8.818, -0.895, -0.072], [-6.859, -3.025, -0.662], [-7.747, -4.552, -0.504], [-8.676, -3.039, 1.150], [-9.881, -3.138, -0.154], [2.378, -1.824, 4.846], [1.074, -2.615, 6.050], [-0.264, -1.935, 5.948], [-0.267, -0.199, 6.826], [1.491, -2.557, 7.050], [0.990, -3.657, 5.749], [-1.028, -2.521, 6.455], [-0.561, -1.763, 4.919], [5.512, 6.112, -3.938], [6.301, 7.201, -2.532], [6.920, 6.354, -1.452], [5.565, 5.508, -0.346], [5.508, 7.836, -2.151], [7.058, 7.812, -3.018], [7.518, 6.966, -0.782], [7.530, 5.553, -1.858], [-11.546, -2.547, 4.523], [-10.620, -0.843, 4.672], [-9.607, -0.660, 3.575], [-8.026, -1.758, 3.858], [-10.170, -0.819, 5.660], [-11.392, -0.080, 4.604], [-9.250, 0.367, 3.549], [-10.001, -0.926, 2.600]]
}



[2]
{
  "formula": "C24H50Cl6N2O2",
  "method": "ωB97M-V with the def2-TZVPD basis set",
  "e_tot_ha": -3965.478685,
  "homo_lumo_gap_ev": 8.86,
  "smiles": "CC1(C)CCCC(C)(C)N1O.CC1(C)CCCC(C)(C)N1O.ClCCCl.ClCCCl.ClCCCl",
  "symbols": ["C", "C", "C", "C", "C", "C", "C", "C", "C", "N", "O", "H", "H", "H", "H", "H", "H", "H", "H", "H", "H", "H", "H", "H", "H", "H", "H", "H", "H", "H", "C", "C", "C", "C", "C", "C", "C", "C", "C", "N", "O", "H", "H", "H", "H", "H", "H", "H", "H", "H", "H", "H", "H", "H", "H", "H", "H", "H", "H", "H", "Cl", "C", "C", "Cl", "H", "H", "H", "H", "Cl", "C", "C", "Cl", "H", "H", "H", "H", "Cl", "C", "C", "Cl", "H", "H", "H", "H"],
  "xyz": [[-5.430, 0.253, -5.129], [-4.207, 0.833, -5.886], [-4.830, 1.677, -7.026], [-3.399, 1.662, -4.928], [-2.499, 0.788, -4.012], [-1.548, 0.012, -4.917], [-2.281, -0.976, -5.812], [-1.241, -1.558, -6.779], [-2.946, -2.099, -4.903], [-3.238, -0.134, -6.564], [-3.967, -0.935, -7.422], [-6.042, 1.108, -4.713], [-6.097, -0.317, -5.807], [-5.121, -0.449, -4.338], [-4.018, 2.226, -7.483], [-5.357, 1.098, -7.799], [-5.524, 2.295, -6.429], [-2.793, 2.372, -5.512], [-4.039, 2.278, -4.294], [-1.988, 1.433, -3.283], [-3.081, 0.081, -3.443], [-0.704, -0.391, -4.321], [-1.000, 0.713, -5.545], [-0.844, -2.487, -6.347], [-0.365, -1.009, -7.081], [-1.730, -1.768, -7.729], [-3.259, -3.029, -5.394], [-3.695, -1.832, -4.226], [-2.188, -2.475, -4.245], [-4.532, -1.585, -6.897], [1.032, 0.723, 6.608], [0.855, 0.792, 5.087], [-0.608, 0.580, 4.824], [1.206, 2.150, 4.480], [2.687, 2.405, 4.300], [3.198, 1.321, 3.414], [3.019, -0.067, 4.073], [3.482, -1.172, 3.118], [3.938, -0.149, 5.294], [1.585, -0.268, 4.255], [1.267, -1.514, 4.791], [2.058, 0.565, 6.988], [0.599, 1.624, 7.091], [0.423, -0.034, 7.046], [-0.806, 0.735, 3.753], [-1.065, -0.323, 5.167], [-1.117, 1.273, 5.514], [0.840, 2.049, 3.455], [0.712, 2.941, 5.035], [2.894, 3.358, 3.851], [3.206, 2.513, 5.232], [4.283, 1.384, 3.167], [2.684, 1.288, 2.467], [3.163, -2.113, 3.521], [4.532, -1.266, 2.998], [2.966, -1.049, 2.151], [3.694, -1.068, 5.839], [3.834, 0.628, 6.033], [5.001, -0.217, 4.999], [1.510, -1.454, 5.738], [-1.429, -5.245, 4.371], [-0.455, -4.104, 3.322], [-1.217, -2.788, 3.085], [-2.687, -3.177, 2.149], [-0.278, -4.562, 2.364], [0.510, -3.929, 3.828], [-0.695, -2.004, 2.554], [-1.613, -2.472, 4.072], [6.319, 0.962, 1.202], [5.537, 2.462, 0.513], [5.066, 2.179, -0.910], [3.683, 1.090, -0.973], [6.262, 3.246, 0.522], [4.670, 2.641, 1.160], [5.911, 1.700, -1.440], [4.907, 3.164, -1.431], [-0.654, 1.610, 0.891], [0.484, 0.182, 0.964], [0.155, -0.990, 0.128], [0.236, -0.631, -1.635], [0.590, -0.133, 1.988], [1.490, 0.485, 0.628], [-0.838, -1.382, 0.326], [0.940, -1.724, 0.299]]
}



[3]
{
  "formula": "C24H50ClF5OP2Si2SnTe",
  "method": "ωB97M-V with the def2-TZVPD basis set",
  "de_lowest_kj_mol": 169.0,
  "e_tot_ha": -3723.273594,
  "homo_lumo_gap_ev": [4.96, 4.69],
  "symbols": ["Sn", "C", "C", "C", "Si", "C", "C", "Si", "H", "H", "H", "Cl", "C", "C", "C", "C", "H", "H", "H", "H", "H", "H", "H", "H", "H", "H", "H", "H", "C", "C", "P", "H", "H", "P", "H", "H", "C", "C", "C", "C", "C", "H", "C", "H", "H", "H", "H", "H", "H", "H", "C", "C", "H", "H", "H", "H", "H", "H", "H", "C", "C", "H", "H", "H", "H", "H", "H", "C", "C", "H", "H", "H", "H", "H", "H", "H", "C", "H", "H", "H", "F", "Te", "F", "F", "F", "F", "O"],
  "xyz": [[-0.446, 0.200, -0.312], [2.633, -0.863, 0.759], [2.228, -1.678, -0.329], [2.209, -0.831, -1.488], [1.740, -3.473, -0.067], [2.524, 0.494, -1.079], [2.745, 0.487, 0.339], [3.015, 1.857, 1.594], [2.859, -1.223, 1.752], [2.003, -1.167, -2.504], [2.607, 1.371, -1.721], [-2.315, 1.139, -1.833], [3.667, 1.107, 3.162], [4.208, 3.070, 0.851], [2.436, -4.059, 1.549], [2.402, -4.457, -1.496], [5.152, 2.530, 0.685], [4.397, 3.887, 1.563], [3.884, 3.498, -0.105], [2.924, 0.449, 3.632], [3.947, 1.908, 3.860], [4.563, 0.517, 2.926], [3.496, -4.341, -1.483], [2.034, -4.140, -2.479], [2.165, -5.521, -1.349], [3.520, -3.878, 1.552], [2.256, -5.137, 1.658], [1.991, -3.515, 2.394], [1.342, 2.673, 1.989], [-0.157, -3.586, 0.043], [0.161, 2.705, 0.607], [1.525, 3.709, 2.332], [0.859, 2.128, 2.820], [-1.056, -2.375, -0.972], [-0.476, -3.434, 1.090], [-0.468, -4.606, -0.252], [-2.891, -2.634, -0.744], [-0.673, -2.878, -2.732], [0.947, 3.867, -0.629], [-1.408, 3.534, 1.185], [-2.480, 2.507, 1.558], [-1.749, 4.089, 0.295], [-1.188, 4.491, 2.354], [-0.884, 3.943, 3.256], [-2.147, 4.980, 2.563], [-0.453, 5.272, 2.142], [-2.741, 1.871, 0.706], [-3.393, 3.041, 1.849], [-2.173, 1.872, 2.399], [1.934, 3.417, -0.822], [1.133, 5.284, -0.072], [0.147, 3.893, -1.936], [1.701, 5.317, 0.867], [0.163, 5.782, 0.075], [1.693, 5.865, -0.816], [0.061, 2.904, -2.401], [0.662, 4.560, -2.640], [-0.869, 4.285, -1.776], [0.428, -2.845, -2.780], [-1.245, -1.863, -3.729], [-1.157, -4.296, -3.059], [-0.774, -5.062, -2.372], [-0.799, -4.549, -4.066], [-2.256, -4.345, -3.077], [-0.860, -0.849, -3.570], [-2.343, -1.826, -3.675], [-0.964, -2.182, -4.741], [-3.476, -1.635, 0.258], [-3.243, -4.055, -0.312], [-3.312, -2.419, -1.740], [-2.856, -4.262, 0.694], [-2.879, -4.820, -1.004], [-4.337, -4.128, -0.278], [-3.047, -1.765, 1.261], [-4.559, -1.798, 0.325], [-3.328, -0.601, -0.070], [-4.038, 2.336, -4.277], [-3.168, 2.339, -4.940], [-4.673, 1.449, -4.214], [-4.251, 3.208, -3.653], [-0.044, 0.766, 4.113], [-0.702, -0.954, 3.509], [-0.537, -1.635, 5.310], [-2.512, -0.445, 3.868], [1.144, -1.471, 3.184], [-1.244, -2.719, 2.903], [-0.931, -0.279, 1.764]]
}



[4]
{
  "formula": "C24H50FN2O5S",
  "method": "ωB97M-V with the def2-TZVPD basis set",
  "total_charge": 1,
  "e_tot_ha": -1927.957806,
  "homo_lumo_gap_ev": 8.55,
  "symbols": ["C", "C", "O", "C", "C", "C", "C", "C", "C", "C", "C", "C", "C", "C", "O", "N", "C", "S", "C", "O", "O", "C", "N", "C", "C", "O", "F", "H", "H", "H", "H", "H", "H", "H", "H", "H", "H", "H", "H", "H", "H", "H", "H", "H", "H", "H", "H", "H", "H", "H", "H", "H", "H", "H", "H", "H", "H", "H", "H", "H", "H", "H", "H", "C", "C", "C", "C", "C", "C", "H", "H", "H", "H", "H", "H", "H", "H", "H", "H", "H", "H", "H", "H"],
  "xyz": [[-2.314, -3.622, -1.517], [-3.090, -2.569, -0.750], [-2.209, -1.623, -0.159], [-2.373, -1.452, 1.239], [-1.229, -0.587, 1.733], [-1.293, 0.824, 1.133], [0.072, 1.361, 0.698], [-0.008, 2.834, 0.239], [0.764, 3.154, -1.045], [1.823, 4.235, -0.815], [2.814, 4.044, 0.351], [4.207, 3.509, -0.017], [4.209, 2.121, -0.682], [5.281, 1.976, -1.757], [5.021, 0.792, -2.484], [2.587, 4.391, -2.113], [1.666, 4.896, -3.188], [2.587, 4.971, -4.748], [3.938, 6.064, -4.422], [3.149, 3.653, -4.928], [1.678, 5.553, -5.694], [0.541, 3.893, -3.362], [-0.162, 3.629, -2.105], [-1.221, 2.641, -2.356], [-2.565, 3.123, -1.870], [-2.866, 4.200, -1.474], [-3.457, 2.138, -1.984], [-1.691, -3.158, -2.283], [-3.022, -4.282, -2.022], [-1.691, -4.211, -0.846], [-3.783, -2.050, -1.420], [-3.700, -3.053, 0.021], [-2.387, -2.422, 1.749], [-3.333, -0.957, 1.446], [-0.288, -1.064, 1.452], [-1.286, -0.533, 2.822], [-1.934, 0.804, 0.246], [-1.746, 1.529, 1.836], [0.789, 1.256, 1.516], [0.426, 0.736, -0.127], [0.316, 3.482, 1.052], [-1.056, 3.088, 0.076], [1.269, 2.251, -1.428], [1.288, 5.181, -0.710], [2.944, 5.015, 0.834], [2.388, 3.386, 1.105], [4.772, 3.451, 0.914], [4.762, 4.233, -0.627], [4.342, 1.348, 0.074], [3.252, 1.905, -1.162], [5.245, 2.851, -2.424], [6.266, 1.947, -1.281], [5.392, 0.863, -3.369], [3.367, 5.034, -1.986], [2.943, 3.481, -2.428], [1.312, 5.888, -2.915], [4.713, 5.506, -3.896], [3.631, 6.962, -3.888], [4.308, 6.313, -5.418], [0.951, 2.978, -3.817], [-0.162, 4.331, -4.074], [-1.340, 2.456, -3.427], [-1.013, 1.673, -1.893], [-3.439, -8.000, 5.694], [-2.368, -7.908, 4.611], [-1.683, -6.544, 4.544], [-2.613, -5.375, 4.219], [-3.385, -5.514, 2.908], [-2.485, -5.599, 1.679], [-4.252, -7.293, 5.520], [-3.875, -8.998, 5.727], [-3.015, -7.788, 6.678], [-2.808, -8.155, 3.641], [-1.606, -8.668, 4.798], [-0.877, -6.588, 3.806], [-1.198, -6.344, 5.504], [-2.015, -4.457, 4.182], [-3.325, -5.235, 5.036], [-4.050, -4.652, 2.805], [-4.035, -6.392, 2.945], [-1.848, -4.713, 1.603], [-3.080, -5.664, 0.766], [-1.836, -6.475, 1.710]]
}



[5]
{
  "formula": "C24H50GeN5O4PY",
  "method": "ωB97M-V with the def2-TZVPD basis set",
  "total_charge": 1,
  "de_lowest_kj_mol": 170.4,
  "e_tot_ha": -3975.751110,
  "homo_lumo_gap_ev": 5.81,
  "symbols": ["Y", "C", "N", "C", "C", "O", "C", "O", "C", "C", "O", "N", "C", "C", "H", "H", "H", "H", "H", "H", "H", "H", "H", "H", "H", "H", "H", "H", "H", "H", "O", "P", "N", "C", "C", "C", "C", "N", "C", "C", "C", "C", "N", "C", "C", "C", "C", "H", "H", "H", "H", "H", "H", "H", "H", "H", "H", "H", "H", "H", "H", "H", "H", "H", "H", "H", "H", "H", "H", "H", "H", "C", "Ge", "C", "C", "C", "H", "H", "H", "H", "H", "H", "H", "H", "H", "H"],
  "xyz": [[0.773, 0.535, 0.614], [1.185, -4.799, 2.801], [0.414, -3.590, 2.546], [-1.011, -3.665, 2.848], [0.953, -2.432, 2.158], [0.290, -1.403, 2.011], [2.453, -2.415, 1.850], [2.888, -1.113, 1.515], [3.735, -0.450, 2.438], [3.002, 0.743, 3.058], [1.857, 0.998, 2.673], [3.629, 1.470, 3.978], [5.004, 1.251, 4.399], [2.977, 2.652, 4.538], [0.585, -5.659, 2.509], [1.432, -4.896, 3.860], [2.098, -4.825, 2.214], [-1.455, -4.488, 2.286], [-1.486, -2.732, 2.568], [-1.161, -3.844, 3.914], [2.645, -3.060, 0.989], [3.019, -2.813, 2.695], [4.618, -0.099, 1.898], [4.066, -1.137, 3.219], [5.351, 0.254, 4.148], [5.068, 1.366, 5.480], [5.666, 1.984, 3.933], [2.035, 2.820, 4.026], [3.623, 3.519, 4.398], [2.801, 2.504, 5.604], [-0.686, -0.671, -0.607], [-1.856, -0.385, -1.529], [-2.557, -1.853, -1.762], [-3.798, -2.034, -2.522], [-3.862, -3.543, -2.736], [-3.211, -4.086, -1.465], [-2.047, -3.125, -1.235], [-2.846, 0.725, -0.877], [-3.879, 1.481, -1.602], [-4.927, 1.747, -0.529], [-4.068, 1.962, 0.716], [-2.972, 0.905, 0.581], [-1.536, 0.196, -3.017], [-0.906, -0.706, -4.009], [-0.227, 0.248, -4.991], [0.130, 1.449, -4.118], [-1.107, 1.596, -3.242], [-3.773, -1.473, -3.459], [-4.663, -1.685, -1.947], [-3.270, -3.822, -3.610], [-4.879, -3.901, -2.888], [-2.884, -5.121, -1.554], [-3.915, -4.022, -0.632], [-1.156, -3.448, -1.784], [-1.775, -3.030, -0.183], [-4.267, 0.912, -2.446], [-3.468, 2.422, -1.980], [-5.566, 0.870, -0.406], [-5.559, 2.599, -0.771], [-4.620, 1.864, 1.648], [-3.616, 2.955, 0.691], [-3.255, -0.035, 1.066], [-2.032, 1.275, 1.000], [-1.649, -1.344, -4.491], [-0.168, -1.355, -3.527], [-0.937, 0.553, -5.763], [0.628, -0.211, -5.484], [0.343, 2.351, -4.690], [1.004, 1.223, -3.502], [-1.890, 2.139, -3.778], [-0.910, 2.092, -2.288], [2.937, 1.425, -0.781], [1.871, 3.125, -0.291], [3.102, 4.012, 0.989], [2.076, 4.131, -1.969], [0.135, 2.546, 0.260], [3.949, 1.813, -0.916], [2.622, 1.052, -1.761], [3.111, 0.544, -0.139], [4.019, 4.340, 0.494], [3.370, 3.334, 1.803], [2.617, 4.884, 1.429], [3.126, 4.321, -2.193], [1.567, 5.091, -1.872], [1.625, 3.595, -2.805], [-0.548, 3.397, 0.308]]
}